Entry 1:
C15H16BrCl3GaNOSi as an isolated structure in a non-equilibrium geometry. Source: the OMol25 dataset; level of theory: the ωB97M-V functional and the def2-TZVPD basis.

```
39
C15H16BrCl3GaNOSi (the ωB97M-V functional and the def2-TZVPD basis)
Ga 1.756 1.578 0.451
O -3.396 4.985 1.208
C -2.294 4.239 1.075
C -1.555 4.162 -0.103
C -0.439 3.363 -0.118
N -0.027 2.649 0.943
C -0.743 2.734 2.072
Br -0.156 1.752 3.548
C -1.873 3.511 2.181
H -3.602 5.454 0.390
H -1.837 4.715 -0.988
H 0.173 3.284 -1.008
H -2.424 3.559 3.107
Cl 3.052 0.625 2.369
Si 2.556 -1.270 1.246
Cl 2.887 3.394 0.204
Cl 4.421 -1.323 0.091
C -0.823 -0.663 0.777
C 0.125 -0.869 -0.409
C -0.528 -0.184 -1.623
C 1.523 -0.262 -0.154
C 0.316 -2.358 -0.718
C 1.068 -2.743 -1.830
C 1.292 -4.078 -2.118
C 0.764 -5.067 -1.299
C 0.017 -4.701 -0.194
C -0.199 -3.360 0.096
H -1.058 0.396 0.887
H -0.388 -1.023 1.711
H -1.769 -1.183 0.616
H -0.723 0.869 -1.393
H -1.475 -0.662 -1.876
H 0.119 -0.218 -2.500
H 2.055 -0.284 -1.113
H 1.510 -1.993 -2.473
H 1.890 -4.346 -2.979
H 0.944 -6.111 -1.517
H -0.391 -5.460 0.461
H -0.768 -3.111 0.980
```

Its charge is 0. As for the relative energy (zero: lowest compared OMol25 entry of this formula, charge and spin): 0.0 kJ/mol. The value obtained for the highest occupied orbital energy is -7.1 eV. Its orbital gap is 6.61 eV.

Entry 2:
One molecule with the formula C15H16ClF2N3O2 in a non-equilibrium geometry. Source: the OMol25 dataset; level of theory: the ωB97M-V functional and the def2-TZVPD basis.

```
39
C15H16ClF2N3O2 (the ωB97M-V functional and the def2-TZVPD basis)
C -4.840 1.316 -0.759
C -4.466 0.022 -0.074
C -2.999 -0.112 -0.032
C -2.347 -0.803 -1.040
C -0.995 -0.957 -0.825
N -0.203 -1.558 -1.739
C -0.419 -2.917 -2.189
C 0.868 -3.507 -2.780
O 1.233 -2.795 -3.987
C 2.030 -3.445 -1.802
O 2.500 -2.077 -1.645
N -0.314 -0.451 0.164
C -1.000 0.197 1.103
C -0.318 0.714 2.225
C -0.948 1.725 2.949
C -0.315 2.284 4.065
F -0.972 3.286 4.678
C 0.896 1.800 4.559
Cl 1.542 2.485 6.049
C 1.513 0.805 3.813
C 0.972 0.269 2.629
F 1.729 -0.658 2.002
N -2.362 0.355 1.042
H -4.468 2.178 -0.232
H -4.468 1.332 -1.794
H -5.922 1.430 -0.809
H -4.936 -0.801 -0.587
H -4.822 0.100 0.968
H -2.903 -1.171 -1.890
H 0.744 -1.297 -1.567
H -1.218 -2.934 -2.969
H -0.736 -3.548 -1.350
H 0.678 -4.547 -3.080
H 1.588 -1.898 -3.775
H 1.710 -3.835 -0.863
H 2.795 -4.113 -2.162
H 3.220 -2.049 -0.963
H -1.887 2.168 2.701
H 2.449 0.424 4.154
```

Its charge is 0. The structure (SMILES) is CCc1cc(NC[C@@H](O)CO)nc(-c2cc(F)c(Cl)cc2F)n1. As for the relative energy (zero: lowest compared OMol25 entry of this formula, charge and spin): 13.9 kJ/mol. The value obtained for the highest occupied orbital energy is -8.6 eV. Its orbital gap is 8.52 eV.

Entry 3:
C15H16IN4NiO3 as an isolated structure in a non-equilibrium geometry. Source: the OMol25 dataset; level of theory: the ωB97M-V functional and the def2-TZVPD basis.

```
40
C15H16IN4NiO3 (the ωB97M-V functional and the def2-TZVPD basis)
Ni 1.643 0.385 -1.242
C 2.654 1.854 3.029
C 1.218 1.525 2.759
N 0.361 1.526 3.742
C -0.941 1.282 3.530
C -1.462 1.045 2.283
C -2.949 0.783 2.149
O -3.601 1.568 1.161
C -0.563 0.976 1.184
C -1.066 0.639 -0.121
N -0.364 0.267 -1.140
C -0.988 -0.149 -2.332
C -2.205 -0.833 -2.326
C -2.796 -1.253 -3.504
C -2.182 -1.011 -4.723
C -0.962 -0.355 -4.757
C -0.383 0.057 -3.572
I 1.514 1.034 -3.679
C 0.821 1.207 1.412
O 1.740 1.176 0.496
H 2.753 2.186 4.058
H 3.004 2.633 2.351
H 3.297 0.983 2.874
H -1.575 1.296 4.409
H -3.412 0.930 3.126
H -3.109 -0.259 1.864
H -3.694 2.473 1.475
H -2.145 0.720 -0.233
H -2.679 -1.053 -1.378
H -3.738 -1.784 -3.469
H -2.638 -1.338 -5.647
H -0.465 -0.167 -5.699
N 3.357 -3.308 -0.290
C 2.896 -2.061 -0.114
N 3.009 -1.496 1.101
O 2.357 -1.458 -1.071
H 3.805 -3.830 0.439
H 3.262 -3.719 -1.202
H 3.487 -1.945 1.861
H 2.740 -0.527 1.195
```

The multiplicity is 3. Its charge is +1. As for the relative energy (zero: lowest compared OMol25 entry of this formula, charge and spin): 5.7 kJ/mol. The value obtained for the highest occupied orbital energy (spin up / spin down) is -11.1 / -11.1 eV. Its orbital gap (spin up / spin down) is 7.61 / 7.23 eV.

Entry 4:
One molecule with the formula C15H16N2O3S2 in a non-equilibrium geometry. Source: the OMol25 dataset; level of theory: the ωB97M-V functional and the def2-TZVPD basis.

```
38
C15H16N2O3S2 (the ωB97M-V functional and the def2-TZVPD basis)
C -2.590 0.029 2.997
C -2.127 1.422 2.597
O -1.287 1.339 1.442
C -1.752 1.871 0.283
O -2.773 2.504 0.195
C -0.863 1.581 -0.828
S -1.172 2.294 -2.396
C 0.180 1.414 -3.086
S 0.668 1.513 -4.642
N 0.787 0.654 -2.121
C 1.985 -0.096 -2.404
C 0.211 0.730 -0.892
N 0.706 0.021 0.191
C 0.828 -1.364 0.236
O 0.704 -2.063 -0.740
C 1.133 -1.843 1.609
C 2.054 -1.144 2.387
C 2.368 -1.574 3.661
C 1.750 -2.703 4.173
C 0.833 -3.397 3.406
C 0.513 -2.992 2.115
C -0.486 -3.757 1.308
H -3.199 0.092 3.893
H -3.184 -0.412 2.199
H -1.734 -0.614 3.194
H -2.977 2.070 2.364
H -1.525 1.876 3.389
H 1.750 -1.153 -2.540
H 2.421 0.300 -3.321
H 2.684 0.011 -1.576
H 0.490 0.463 1.077
H 2.546 -0.273 1.978
H 3.090 -1.031 4.252
H 1.985 -3.043 5.170
H 0.355 -4.276 3.812
H -0.919 -4.563 1.895
H -0.009 -4.178 0.425
H -1.286 -3.105 0.961
```

Its charge is 0. The structure (SMILES) is CCOC(=O)c1sc(=S)n(C)c1NC(=O)c1ccccc1C. As for the relative energy (zero: lowest compared OMol25 entry of this formula, charge and spin): 0.0 kJ/mol. The value obtained for the highest occupied orbital energy is -7.9 eV. Its orbital gap is 7.81 eV.

Entry 5:
C15H16N3O5RuS as an isolated structure in a non-equilibrium geometry. Source: the OMol25 dataset; level of theory: the ωB97M-V functional and the def2-TZVPD basis.

```
41
C15H16N3O5RuS (the ωB97M-V functional and the def2-TZVPD basis)
Ru -0.342 0.592 0.064
O -3.574 -0.302 2.987
C -2.492 -0.064 2.307
O -2.472 0.155 1.097
C -1.234 -0.088 3.088
C -1.119 -0.281 4.449
C 0.162 -0.330 5.001
C 1.274 -0.219 4.181
C 1.055 -0.029 2.822
N -0.154 0.054 2.311
C 2.207 0.031 1.773
O 3.327 -0.108 2.177
O 1.751 0.198 0.578
H -4.369 -0.324 2.432
H -2.003 -0.393 5.061
H 0.287 -0.475 6.066
H 2.288 -0.281 4.552
N -0.186 1.735 -2.855
C -0.826 2.241 -1.779
S 0.181 2.858 -0.501
N -2.153 2.382 -1.872
C -3.192 2.825 -1.005
C -4.467 2.781 -1.577
C -5.573 3.198 -0.865
C -5.425 3.664 0.434
C -4.163 3.701 1.011
C -3.045 3.286 0.306
H 0.815 1.849 -2.920
H -0.672 1.554 -3.724
H -2.533 2.103 -2.771
H -4.589 2.422 -2.594
H -6.549 3.166 -1.328
H -6.286 4.008 0.990
H -4.043 4.075 2.019
H -2.085 3.359 0.778
C 0.034 -2.339 -0.841
O -0.417 -1.119 -1.502
H 1.084 -2.532 -1.052
H -0.572 -3.183 -1.164
H -0.097 -2.202 0.232
H -0.127 -1.149 -2.420
```

The multiplicity is 6. Its charge is +2. The value obtained for the highest occupied orbital energy (spin up / spin down) is -15.1 / -15.1 eV. Its orbital gap (spin up / spin down) is 8.31 / 5.86 eV.

Entry 6:
C15H16N4O3S3 as an isolated structure in a non-equilibrium geometry. Source: the OMol25 dataset; level of theory: the ωB97M-V functional and the def2-TZVPD basis.

```
41
C15H16N4O3S3 (the ωB97M-V functional and the def2-TZVPD basis)
O 3.129 -3.658 3.295
N 2.955 -7.297 0.729
N 2.093 -6.610 0.122
N -0.230 -0.234 3.801
O 1.412 -2.809 1.965
O -1.807 -0.252 1.715
S 3.576 -6.326 1.956
S -1.811 3.898 -3.651
S 0.233 5.118 -1.880
C 2.338 -3.777 2.365
C 0.107 -1.001 2.814
C 2.504 -4.949 1.693
C 1.858 -5.332 0.577
C -2.124 1.947 1.083
C -0.855 0.670 -0.489
C -2.100 3.159 0.357
C -0.819 1.887 -1.260
C -1.561 0.692 0.744
C -1.446 3.108 -0.871
N 1.333 -1.582 2.705
C 0.745 -4.613 -0.166
C -0.910 -1.344 1.697
C -1.398 4.242 -1.901
C -0.595 5.273 -4.181
C 0.656 4.919 -3.547
H -1.170 0.195 3.803
H -2.607 2.021 1.980
H -0.503 -0.316 -0.759
H -2.555 4.013 0.623
H -0.286 1.876 -2.207
H 1.892 -1.502 3.542
H 0.985 -3.657 -0.688
H 0.205 -5.353 -0.890
H -0.112 -4.352 0.476
H -1.475 -2.298 1.877
H -0.311 -1.593 0.849
H -2.225 4.896 -1.590
H -0.569 5.354 -5.230
H -0.848 6.191 -3.720
H 1.535 5.550 -3.840
H 0.762 3.848 -3.899
```

Its charge is 0. The value obtained for the highest occupied orbital energy is -8.4 eV. Its orbital gap is 7.30 eV.